# 1
Computed, not measured: a molecular structure, C36H28BF5IrN6S, with ωB97M-V with the def2-TZVPD basis set.

Geometry as XYZ:
```
78
Properties=species:S:1:pos:R:3:forces:R:3:mulliken_spin:R:1
Ir -0.0661 -0.0551 -0.0384 -0.1034 -1.0109 1.3627 0.0364
C -3.1009 -0.8074 -4.2921 -0.0871 0.0323 0.0847 0.0006
C -2.5143 -1.1963 -2.9798 0.0788 -0.2842 0.0092 0.0029
C -2.3929 -2.4662 -2.4057 -0.3369 0.1941 -0.0763 -0.0028
C -1.7772 -2.2749 -1.1793 0.1808 -0.1944 0.1073 0.0013
N -1.4902 -0.9683 -1.0498 -0.0774 -0.0185 -1.1135 -0.0126
N -1.9660 -0.3095 -2.1395 0.0876 -0.2154 -0.0058 0.0068
B -1.9762 1.2310 -2.0470 -0.3303 0.1147 0.0293 0.0156
N -0.5301 1.7453 -2.1887 0.0806 0.1276 -0.2817 -0.0002
N 0.2511 1.5186 -1.1211 0.1448 -0.2247 -1.1501 -0.0109
C 1.3664 2.2396 -1.2114 0.3570 0.1155 0.0750 -0.0061
C 1.3136 2.9595 -2.3994 -0.2931 0.0317 -0.0763 0.0022
C 0.0918 2.6196 -2.9980 0.4076 0.0611 0.1411 0.0031
C -0.4766 3.0545 -4.3040 -0.0960 0.0696 0.1286 -0.0008
C 2.2933 2.1213 -0.0896 -0.3187 0.2395 0.0636 0.0072
C 3.6150 2.5334 -0.1394 0.1155 0.3131 0.2705 0.0017
C 4.4364 2.3296 0.9611 -0.0829 0.0282 -0.0589 -0.0014
C 3.9385 1.7337 2.1166 0.0033 0.0576 -0.0086 0.0012
C 2.6188 1.3099 2.1716 -0.0660 -0.2014 0.0661 -0.0038
C 1.8061 1.5089 1.0671 0.5614 -0.5309 -0.4358 0.0024
N -2.3835 1.5490 -0.5801 0.0568 0.0148 0.0838 -0.0047
N -1.6561 1.0534 0.4682 -0.2708 0.4764 0.5814 0.0002
C -2.1993 1.4929 1.6208 0.1313 -0.0144 0.0214 0.0234
C -3.2903 2.2952 1.2848 -0.1416 -0.0212 0.0652 0.0007
C -3.3816 2.3031 -0.0937 -0.0354 0.0905 -0.0064 0.0031
C -4.3701 3.0031 -0.9623 0.0256 -0.0274 0.0364 -0.0006
C -1.7210 1.1771 2.9893 0.0041 -0.0032 -0.1879 -0.0158
C -0.6449 0.3360 3.2809 -0.0658 0.0041 -0.0742 0.0046
C -0.2442 0.0959 4.5853 -0.0566 0.0450 0.0011 -0.0010
C -0.9224 0.6947 5.6360 0.0479 -0.0336 0.0574 0.0010
C -1.9999 1.5233 5.3689 -0.0672 0.0403 -0.0573 -0.0008
C -2.3948 1.7591 4.0614 -0.0374 0.0704 0.0929 0.0010
C -1.4499 -3.1711 -0.0719 -0.0602 0.2165 -0.0150 0.0011
C -1.3185 -4.5398 -0.2413 0.0668 -0.1981 0.0434 -0.0043
C -0.9040 -5.3261 0.8256 -0.0118 0.0618 -0.0387 0.0073
C -0.6402 -4.7537 2.0660 -0.0414 -0.0005 0.0040 0.0009
C -0.8096 -3.3893 2.2533 0.1333 0.0157 0.0101 -0.0013
C -1.2197 -2.6046 1.1858 0.2102 0.2625 -0.0518 0.0200
H -3.3844 -1.6992 -4.8450 -0.0116 0.0083 0.0011 -0.0001
H -2.3781 -0.2475 -4.8854 -0.0055 -0.0048 -0.0001 -0.0001
H -3.9870 -0.1845 -4.1649 0.0066 -0.0107 0.0127 -0.0001
H -2.7881 -3.3871 -2.8008 0.0164 0.0280 -0.0044 0.0004
H -2.7176 1.7444 -2.8240 0.0781 -0.1074 -0.0327 -0.0002
H 2.0321 3.6736 -2.7644 -0.0062 -0.0350 -0.0297 -0.0002
H 0.2667 3.6260 -4.8533 -0.0093 0.0165 -0.0038 0.0001
H -1.3616 3.6777 -4.1697 0.0153 0.0050 0.0123 0.0003
H -0.7628 2.1900 -4.9023 0.0087 0.0091 -0.0066 0.0002
H 4.0090 2.9886 -1.0393 -0.0135 -0.0113 0.0215 0.0001
H 5.4743 2.6321 0.9168 -0.0193 0.0334 0.0161 -0.0001
H 4.5790 1.6072 2.9789 0.0015 -0.0106 -0.0091 0.0001
H 2.2252 0.8504 3.0693 0.0046 0.0014 -0.0318 -0.0005
H 0.7379 1.2109 1.1323 -0.1569 0.5783 0.6233 -0.0044
H -3.9541 2.8039 1.9610 -0.0121 -0.0106 -0.0519 -0.0003
H -5.0840 3.5348 -0.3387 -0.0071 0.0038 -0.0109 -0.0002
H -4.9177 2.2981 -1.5874 0.0040 -0.0017 0.0005 0.0002
H -3.8787 3.7256 -1.6138 -0.0009 -0.0027 -0.0043 0.0002
H -0.1016 -0.1595 2.4882 0.0709 -0.1013 -0.0092 0.0028
H 0.5942 -0.5589 4.7869 -0.0050 -0.0175 -0.0322 0.0000
H -0.6143 0.5120 6.6567 -0.0075 0.0036 -0.0068 0.0000
H -2.5385 1.9905 6.1820 -0.0044 0.0005 -0.0112 -0.0001
H -3.2392 2.4087 3.8786 0.0305 -0.0006 0.0533 0.0005
H -1.5105 -4.9927 -1.2056 0.0344 0.0186 -0.0035 0.0003
H -0.7743 -6.3911 0.6859 -0.0288 0.0066 0.0110 -0.0001
H -0.3204 -5.3766 2.8904 -0.0133 0.0003 -0.0044 0.0000
H -0.6367 -2.9427 3.2242 -0.0250 0.0033 -0.0099 0.0005
H -1.4270 -1.5383 1.3499 -0.1711 -0.1559 0.0710 -0.0032
F 7.0762 -2.4802 -0.8889 0.1353 -0.0196 -0.0358 0.0259
C 5.7835 -2.3396 -0.8430 -0.0763 0.0369 0.0069 0.1615
C 5.2175 -1.0909 -1.1217 -0.0003 -0.0232 0.0688 -0.0128
F 5.9977 -0.0820 -1.4580 0.0412 0.0693 -0.0224 -0.0021
C 3.8585 -0.9414 -1.0576 -0.0691 -0.1366 0.0173 0.0912
F 3.3233 0.2148 -1.3942 0.0182 -0.2370 -0.3380 0.0124
C 3.0052 -2.0114 -0.7098 0.1100 -0.0080 0.0359 0.0248
S 1.3131 -1.9657 -0.6538 0.0166 0.4151 -0.0081 0.5398
C 3.6191 -3.2728 -0.4733 -0.1420 0.0766 -0.0086 0.0960
F 2.8621 -4.3066 -0.1710 -0.0023 -0.0428 0.0107 0.0112
C 4.9791 -3.4359 -0.5322 0.0614 -0.0791 -0.0499 -0.0175
F 5.5325 -4.6104 -0.3137 0.0203 -0.0026 0.0662 -0.0037
```
Forces are in eV/Å.

Computed properties:
* frontier orbital gap (spin up / spin down): 6.958 / 5.056 eV
* multiplicity: 2
* E: -2743.39370 a.u.
* energy above the lowest of the compared OMol25 structures with the same formula, charge and spin: 24.9 kcal per mole
* HOMO energy (spin up / spin down): -0.508 / -0.508 hartree
* total charge: +2

# 2
Computed, not measured: a molecular structure, C36H28BF5IrN6S, with ωB97M-V with the def2-TZVPD basis set.

Geometry as XYZ:
```
78
Properties=species:S:1:pos:R:3:forces:R:3:mulliken_spin:R:1
Ir 0.0887 0.3913 -0.9194 -0.6272 -1.4621 2.5860 -0.0123
C -3.8816 -2.8957 -2.3666 0.0524 0.0282 0.0623 0.0000
C -2.8443 -1.8444 -2.5626 -0.0194 0.0456 -0.1901 0.0002
C -2.5206 -1.1496 -3.7184 -0.0203 -0.0116 -0.0242 0.0001
C -1.4857 -0.2753 -3.3925 0.0023 0.0531 -0.1494 -0.0006
N -1.2175 -0.4583 -2.0871 0.0426 0.2701 -0.6876 -0.0019
N -2.0405 -1.4102 -1.5799 -0.1023 -0.0424 -0.1602 0.0001
B -1.9314 -1.8030 -0.0962 -0.2721 -0.1789 -0.2370 0.0022
N -2.1393 -0.5226 0.7032 0.0058 0.0871 0.1351 -0.0003
N -1.3956 0.5677 0.3975 0.1983 0.3926 0.0777 0.0012
C -1.7229 1.5636 1.2619 0.1495 -0.0793 -0.0388 0.0018
C -2.6843 1.0631 2.1277 -0.0730 0.0900 0.0424 0.0057
C -2.9244 -0.2481 1.7497 -0.1106 0.0094 0.0414 -0.0023
C -3.8756 -1.2349 2.3356 0.0829 -0.0045 -0.0477 0.0000
C -1.1422 2.9055 1.2164 -0.1485 -0.1011 0.0761 -0.0160
C -0.1660 3.2024 0.2892 0.0428 0.1979 -0.3288 0.0337
C 0.4161 4.4476 0.1713 -0.0177 0.0206 0.0226 0.0099
C -0.0140 5.4530 1.0284 -0.0045 -0.0358 0.0269 -0.0014
C -0.9980 5.1856 1.9732 0.0233 -0.0399 -0.0167 0.0059
C -1.5567 3.9195 2.0742 -0.0490 0.0113 0.0814 -0.0010
N -0.4932 -2.2556 0.1233 0.1264 -0.0386 0.0943 -0.0002
N 0.5161 -1.4449 -0.2757 0.4158 0.1629 -0.0002 0.0008
C 1.6942 -2.0339 0.0582 -0.0729 0.1523 0.0401 0.0035
C 1.3951 -3.2320 0.6904 0.0934 -0.0803 -0.0144 0.0059
C 0.0141 -3.3419 0.7144 0.0080 -0.1213 -0.0022 -0.0023
C -0.8308 -4.4407 1.2627 -0.0109 0.0952 -0.0148 0.0000
C 3.0058 -1.4616 -0.2448 -0.0856 -0.1633 0.0513 -0.0177
C 4.1898 -2.1303 0.0500 0.0303 -0.0741 0.0541 -0.0025
C 5.4103 -1.5608 -0.2839 -0.0408 0.0259 0.0056 0.0067
C 5.4668 -0.3171 -0.9021 -0.0262 -0.0134 0.0377 -0.0022
C 4.2928 0.3661 -1.1943 0.0233 -0.0231 0.0047 0.0124
C 3.0949 -0.2309 -0.8597 0.0881 0.1528 -0.3437 0.0360
C -0.7808 0.6863 -4.2606 0.0173 -0.0378 0.1497 -0.0006
C -1.1549 0.7803 -5.5974 -0.0322 -0.0004 -0.0780 0.0000
C -0.5222 1.6696 -6.4527 -0.0323 -0.0318 -0.0032 0.0000
C 0.4983 2.4837 -5.9885 0.0094 0.0163 -0.0184 0.0000
C 0.8883 2.4071 -4.6593 0.0387 0.0231 0.0342 -0.0001
C 0.2502 1.5169 -3.8163 -0.1425 -0.1454 0.0342 -0.0009
H -4.3978 -3.0712 -3.3065 -0.0088 -0.0104 0.0053 0.0000
H -3.4355 -3.8337 -2.0364 0.0084 0.0013 -0.0156 0.0000
H -4.6156 -2.5917 -1.6203 -0.0031 0.0130 -0.0117 0.0000
H -2.9875 -1.2709 -4.6798 -0.0059 -0.0140 0.0241 0.0000
H -2.7106 -2.6454 0.2096 0.0168 0.0328 -0.0511 0.0000
H -3.1685 1.5910 2.9311 -0.0184 0.0081 -0.0386 0.0001
H -4.4844 -0.7482 3.0928 -0.0055 -0.0025 0.0002 0.0000
H -4.5324 -1.6505 1.5727 -0.0181 0.0133 0.0093 0.0000
H -3.3392 -2.0613 2.8039 0.0018 0.0090 0.0059 0.0000
H 0.1284 2.3837 -0.3761 0.3304 0.3503 -0.3934 -0.0239
H 1.1827 4.6405 -0.5665 -0.0254 -0.0007 -0.0141 -0.0004
H 0.4149 6.4428 0.9536 -0.0056 0.0006 0.0185 0.0000
H -1.3369 5.9724 2.6329 0.0059 -0.0075 0.0107 0.0002
H -2.3227 3.7245 2.8130 0.0030 0.0470 0.0004 0.0002
H 2.0961 -3.9521 1.0760 -0.0068 -0.0040 -0.0432 0.0001
H -0.1962 -5.2632 1.5817 -0.0026 -0.0054 -0.0005 0.0000
H -1.4065 -4.0964 2.1228 0.0112 -0.0004 0.0025 0.0000
H -1.5319 -4.8094 0.5153 0.0135 -0.0203 -0.0020 -0.0001
H 4.1594 -3.0996 0.5298 0.0444 0.0025 -0.0137 0.0002
H 6.3252 -2.0940 -0.0658 -0.0027 0.0015 0.0143 0.0002
H 6.4214 0.1194 -1.1618 0.0055 -0.0117 0.0143 0.0000
H 4.3218 1.3357 -1.6724 -0.0082 -0.0190 -0.0204 -0.0002
H 2.1435 0.2619 -1.0865 0.2420 0.4425 -0.3631 -0.0268
H -1.9493 0.1532 -5.9777 0.0125 0.0227 -0.0316 0.0000
H -0.8294 1.7260 -7.4880 -0.0079 -0.0104 0.0077 0.0000
H 0.9913 3.1769 -6.6563 -0.0073 -0.0060 -0.0017 0.0000
H 1.6845 3.0403 -4.2914 -0.0096 -0.0189 0.0293 0.0000
H 0.5857 1.4846 -2.7712 0.1121 0.1210 -0.0381 -0.0007
F 1.3557 -1.0448 6.9635 -0.0086 -0.0042 -0.0120 0.0216
C 1.5016 -0.5092 5.7778 -0.0102 -0.0120 0.0077 0.1605
C 0.6891 -0.9282 4.7232 -0.0440 -0.0458 0.0083 -0.0218
F -0.2292 -1.8671 4.9212 0.0393 0.0283 0.0279 -0.0033
C 0.8474 -0.3636 3.4862 0.0923 0.0502 0.1165 0.0963
F 0.0560 -0.7885 2.5092 -0.0856 -0.0246 -0.1657 0.0158
C 1.8103 0.6382 3.2267 -0.1249 -0.1194 0.0019 -0.0002
S 2.0251 1.3497 1.7108 -0.1674 -0.0172 -0.4208 0.6364
C 2.6140 1.0340 4.3253 -0.0115 0.0168 -0.0846 0.1033
F 3.5305 1.9618 4.1549 0.0217 0.0241 -0.0102 0.0141
C 2.4646 0.4744 5.5732 0.0655 0.0235 0.1142 -0.0303
F 3.2250 0.8599 6.5801 -0.0001 -0.0034 0.0104 -0.0050
```
Forces are in eV/Å.

Computed properties:
* frontier orbital gap (spin up / spin down): 6.291 / 6.300 eV
* multiplicity: 2
* E: -2743.34130 a.u.
* energy above the lowest of the compared OMol25 structures with the same formula, charge and spin: 57.7 kcal per mole
* HOMO energy (spin up / spin down): -0.508 / -0.515 hartree
* total charge: +2